This record from the Open Molecules 2025 dataset describes a single C3H9NS molecule in a non-equilibrium geometry. The level of theory is ωB97M-V with the def2-TZVPD basis set.

Geometry (Å):
C -1.69711 0.47879 -1.33321
N -0.64664 -0.29383 -0.70121
C 0.00388 0.19096 0.68019
C 1.55965 0.10073 0.64308
S 2.12070 -1.59820 0.86543
H -1.79555 0.06082 -2.36658
H -1.68065 1.51295 -1.23479
H -2.72923 0.20944 -1.00240
H -0.98510 -1.23898 -0.67242
H -0.11551 1.30475 0.59434
H -0.42929 -0.09455 1.61397
H 1.83878 0.37145 -0.50848
H 2.09992 0.78392 1.22748
H 2.45615 -1.78827 2.19457

Summary:
Charge: 0
SMILES: CNCCS
HOMO energy, eV: -8.70
Lowest unoccupied orbital energy, eV: 1.000

---

This record from the Open Molecules 2025 dataset describes an isolated ion of composition C3H9NS and charge +1 in a non-equilibrium geometry. The level of theory is ωB97M-V with the def2-TZVPD basis set.

Geometry (Å):
C -0.31188 -0.39310 -1.57269
C 0.13230 0.46371 -0.38351
C -0.74253 -0.00290 0.86416
S -0.46117 0.93256 2.36088
N 1.48752 0.19388 -0.13359
H -1.35075 -0.18965 -1.82457
H 0.32850 -0.19335 -2.43027
H -0.20616 -1.46019 -1.36336
H 0.00256 1.51981 -0.57991
H -0.66194 -1.08074 0.96969
H -1.75242 0.22707 0.51758
H -0.29232 -0.11884 3.17183
H 2.14609 0.87035 0.25278
H 1.68220 -0.76862 0.15099

Summary:
Charge: +1
Expectation value of S²: 0.76
HOMO energy (spin up / spin down), eV: -14.22 / -13.79
Lowest unoccupied orbital energy (spin up / spin down), eV: -3.235 / -8.446
Spin multiplicity: 2

---

This record from the Open Molecules 2025 dataset describes a single C3H9NS2 molecule in a non-equilibrium geometry. The level of theory is ωB97M-V with the def2-TZVPD basis set.

Geometry (Å):
C -3.20842 -0.42485 0.81388
S -1.64384 0.37615 0.71076
S -0.48858 -1.17736 0.34109
C 1.25247 -0.66161 0.13879
C 1.25981 0.73524 -0.44057
N 2.55357 1.01083 -1.16806
H -3.80910 -0.58321 -0.09886
H -3.24783 -1.21398 1.63981
H -3.65605 0.31408 1.44500
H 1.75519 -1.18595 -0.72416
H 1.66745 -1.21691 0.90585
H 1.29268 1.49204 0.29956
H 0.41585 0.79548 -1.18576
H 2.47378 0.51025 -2.14464
H 3.38303 1.22981 -0.53270

Summary:
Charge: 0
SMILES: CSSCCN
HOMO energy, eV: -7.37
Lowest unoccupied orbital energy, eV: 0.812

---

This record from the Open Molecules 2025 dataset describes a 2-piece molecular cluster, C3H9NS2 overall in a non-equilibrium geometry. The level of theory is ωB97M-V with the def2-TZVPD basis set.

Geometry (Å):
C -0.08289 -2.16856 -1.12106
C 0.33632 -1.07788 -1.75817
N 1.64283 -0.96923 -2.30318
H 0.48128 -3.08812 -1.03287
H -1.06913 -2.21742 -0.68157
H -0.32478 -0.21984 -1.73405
H 2.36396 -1.19835 -1.65480
H 1.73547 -0.03157 -2.65015
C 0.23761 1.53254 1.98177
S -1.18027 2.62584 2.45531
S -2.71953 1.26566 2.07105
H 0.61820 1.66305 0.96509
H 1.07251 1.81375 2.62011
H -0.15885 0.52827 2.06203
H -2.95273 1.54186 0.78049

Summary:
Charge: 0
SMILES: C=CN.CSS
HOMO energy, eV: -8.71
Lowest unoccupied orbital energy, eV: 0.441

---

This record from the Open Molecules 2025 dataset describes a single C3H9NS2 molecule. The level of theory is ωB97M-V with the def2-TZVPD basis set.

Geometry (Å):
C 0.29969 1.71823 -0.27806
C -0.36103 0.35378 -0.35668
N -1.79356 0.37496 -0.12311
C 0.25616 -0.65652 0.60939
S -0.25183 -2.36487 0.15957
S 1.47041 -3.12493 -0.62409
H 0.26887 2.15167 0.72299
H -0.20894 2.42703 -0.93283
H 1.33589 1.75256 -0.60661
H -0.17139 -0.06113 -1.35041
H -2.23623 1.00776 -0.78063
H -2.01715 0.72865 0.80220
H -0.09167 -0.51347 1.63105
H 1.33911 -0.60706 0.60438
H 2.16167 -3.18668 0.52285

Summary:
Charge: 0
SMILES: C[C@H](N)CSS
HOMO energy, eV: -8.64
Lowest unoccupied orbital energy, eV: 0.743

---

This record from the Open Molecules 2025 dataset describes C3H9NSi as an isolated structure in a non-equilibrium geometry. The level of theory is ωB97M-V with the def2-TZVPD basis set.

Geometry (Å):
C -1.77160 -1.07205 0.83811
C -1.14669 -0.27045 -1.80551
C 0.52804 0.62236 2.04453
N -0.37163 0.41303 -1.13130
Si 0.09153 -0.23162 0.42472
H -1.89871 -0.49255 1.70795
H -1.70273 -1.90293 1.55900
H -2.14955 0.27232 -2.06134
H -1.31730 -1.34192 -2.11620
H -2.84202 -1.35569 0.00805
H 1.54202 1.03815 1.96224
H -0.12409 1.38197 2.27667
H 0.34986 -0.01355 2.91600
H 1.29811 -0.93498 0.47710

Summary:
Charge: 0
HOMO energy, eV: -8.79
Lowest unoccupied orbital energy, eV: 0.709

---

This record from the Open Molecules 2025 dataset describes a 2-piece molecular cluster, C3H9O overall. The level of theory is ωB97M-V with the def2-TZVPD basis set.

Geometry (Å):
O -2.39691 1.55814 0.14888
H -2.97769 0.88796 0.53341
C 0.74847 0.86995 -0.68030
C -0.06080 -0.37746 -0.30919
C 0.63814 -1.22091 0.76062
H 1.80266 0.64032 -0.89295
H 0.32309 1.36421 -1.55289
H 0.71218 1.58837 0.13866
H -1.04239 0.02756 -0.00839
H -0.17328 -0.99262 -1.20691
H 0.19407 -2.22050 0.78389
H 0.53166 -0.79811 1.76180
H 1.70081 -1.32692 0.52338

Summary:
Charge: -1
HOMO energy, eV: -2.24
Lowest unoccupied orbital energy, eV: 4.276

---

This record from the Open Molecules 2025 dataset describes a 2-piece molecular cluster, C3H9O2 overall in a non-equilibrium geometry. The level of theory is ωB97M-V with the def2-TZVPD basis set.

Geometry (Å):
C 0.19164 1.68804 0.15774
O -0.34072 2.81155 0.59295
C -0.14044 0.38338 1.02726
C 1.14755 -0.39656 1.29977
H -0.00402 1.33402 -0.91161
H 1.33387 1.65803 0.11547
H -0.62699 0.68226 1.95915
H -0.64842 -0.28639 0.32334
H 0.97687 -1.42071 1.67335
H 1.58016 -0.62368 0.33237
H 1.90541 0.07197 1.90328
H -1.83334 -1.18087 -2.89707
H -1.82902 -2.62502 -2.39047
O -1.71255 -2.09602 -3.18554

Summary:
Charge: -1
HOMO energy, eV: -2.17
Lowest unoccupied orbital energy, eV: 3.502

---

This record from the Open Molecules 2025 dataset describes a 2-piece molecular cluster, C3H9O2 overall in a non-equilibrium geometry. The level of theory is ωB97M-V with the def2-TZVPD basis set.

Geometry (Å):
C -1.00567 0.36403 0.19717
O -2.20459 0.38076 -0.40468
C -0.42957 -1.06408 0.49523
C -0.28181 -1.85072 -0.81248
H -0.21277 0.90481 -0.38573
H -1.02455 0.81107 1.22574
H 0.41443 -0.93543 1.20254
H -1.16014 -1.53671 1.17133
H -0.18945 -2.92654 -0.69032
H -1.25029 -1.51572 -1.23911
H 0.51965 -1.46138 -1.44940
H 1.76518 3.50779 0.39749
H 2.50115 2.19009 0.23972
O 2.55844 3.13204 0.05252

Summary:
Charge: -1
HOMO energy, eV: -2.32
Lowest unoccupied orbital energy, eV: 3.973

---

This record from the Open Molecules 2025 dataset describes a single C3H9O2PS2 molecule in a non-equilibrium geometry. The level of theory is ωB97M-V with the def2-TZVPD basis set.

Geometry (Å):
C 0.45226 -0.03792 1.09186
C 0.57491 0.51724 -0.30152
C 1.66061 -0.14901 -1.05698
O -0.76106 0.25660 -0.86864
P -2.23109 0.25727 -0.23687
O -3.00377 0.59509 -1.62394
S -2.87956 1.45058 1.17708
S -2.63696 -1.84522 0.06198
H 0.32722 -1.16192 0.98487
H 1.29282 0.07045 1.66879
H -0.37696 0.51883 1.51573
H 0.76685 1.62357 -0.09364
H 1.50028 -1.24747 -1.16542
H 2.65093 0.27644 -0.89334
H 1.53760 0.06998 -2.09977
H -2.68164 0.21368 -2.43717
H -4.00937 -1.58486 0.49166

Summary:
Charge: 0
SMILES: CC(C)O[P@](O)(=S)S
HOMO energy, eV: -8.96
Lowest unoccupied orbital energy, eV: 0.466

---

This record from the Open Molecules 2025 dataset describes a 2-piece molecular cluster, C3H9O2S overall in a non-equilibrium geometry. The level of theory is ωB97M-V with the def2-TZVPD basis set.

Geometry (Å):
C 0.31697 -0.07606 0.68838
O 1.26943 0.24470 -0.14265
C -0.60730 -1.08811 0.00499
C -1.14227 -0.47831 -1.21385
S -2.19445 -1.76613 -2.25822
H 0.59071 -0.31933 1.71490
H -0.38426 0.84538 1.05681
H -1.37160 -1.41082 0.71471
H -0.05922 -2.00354 -0.24205
H -1.86945 0.37708 -1.22934
H -0.30396 -0.29051 -1.94512
H -3.32835 -1.57504 -1.49909
H 3.75258 2.63162 1.77158
H 2.53940 2.18952 0.88527
O 2.79175 2.71955 1.69366

Summary:
Charge: -1
HOMO energy, eV: -2.70
Lowest unoccupied orbital energy, eV: 3.290

---

This record from the Open Molecules 2025 dataset describes a 2-piece molecular cluster, C3H9O3 overall in a non-equilibrium geometry. The level of theory is ωB97M-V with the def2-TZVPD basis set.

Geometry (Å):
C -0.60055 -0.74762 -0.54099
C -1.10273 0.28257 -1.51633
O -2.06909 -0.25212 -2.43955
C -0.20727 -0.07489 0.83108
O -1.01432 0.95288 1.17233
H 0.35935 -1.14412 -0.89686
H -1.36120 -1.51217 -0.36695
H -1.49352 1.13692 -0.94079
H -0.20669 0.69026 -2.01263
H -2.79085 0.36338 -2.38266
H -0.26972 -0.80853 1.69645
H 0.89731 0.11175 0.84757
H 3.73951 0.71282 2.67267
H 2.60946 0.26711 1.82077
O 3.51032 0.02176 2.05590

Summary:
Charge: -1
HOMO energy, eV: -2.37
Lowest unoccupied orbital energy, eV: 3.830

---

Listing energy relative to the best compared isomer or geometry (same formula, charge and spin) for the structures above in their given order: 1.767; 0.200; 2.708; 1.157; 0.061; 3.430; 0.074; 1.228; 0.922; 0.296; 1.378; 1.289 eV.